(1)
This record from the Open Molecules 2025 dataset describes a cluster of 5 separate species, C39H40BN2O13 in total in a non-equilibrium geometry. The level of theory is ωB97M-V with the def2-TZVPD basis set.

Structure (XYZ):
```
95
Properties=species:S:1:pos:R:3:lowdin_charge:R:1
C -0.8389 -2.7816 0.8564 -0.06
C 0.2565 -3.3112 1.8539 -0.23
O 0.8843 -2.2680 2.6167 -0.13
C -0.0282 -1.5992 3.4768 -0.19
N -0.5117 -0.3002 2.9593 -0.03
C 0.4322 0.7934 3.2080 -0.29
O 1.7901 0.4717 2.9434 0.05
C 2.4010 1.4542 2.1627 -0.37
O 2.7472 2.5014 2.6461 0.12
C 2.6115 1.1675 0.6653 -0.10
C 3.8960 1.2388 -0.0135 0.00
C 3.9676 0.9690 -1.4581 -0.06
C 2.7517 0.6420 -2.2132 -0.05
C 1.4457 0.5536 -1.5400 -0.05
C 1.4199 0.8113 -0.1115 -0.02
C 0.3479 1.2560 4.7177 -0.02
N -0.9616 1.9580 4.9216 0.07
C -2.0946 1.4322 4.0839 -0.06
C -1.8773 -0.0205 3.4885 -0.13
B -3.0400 -0.1970 2.3450 -0.57
O -4.3528 -0.2441 2.8222 0.17
O -2.7962 -0.2571 0.9632 -0.02
C -2.6346 1.0722 0.3863 -0.03
H -1.8510 -2.9136 1.3219 0.07
H -0.8223 -3.3863 -0.0890 0.06
H -0.6553 -1.7092 0.5813 0.07
H 1.0733 -3.7599 1.2190 0.12
H -0.1117 -4.1616 2.5008 0.13
H -0.8653 -2.3318 3.6802 0.15
H 0.4806 -1.4586 4.4821 0.14
H 0.1441 1.6711 2.5495 0.16
H 4.8124 1.4864 0.5773 0.12
H 4.9487 1.0359 -1.9919 0.10
H 2.8179 0.4566 -3.3072 0.10
H 0.5137 0.3157 -2.1091 0.11
H 0.4360 0.7320 0.4186 0.09
H 0.5619 0.4514 5.4611 0.15
H 1.1501 2.0387 4.8564 0.15
H -1.1634 1.9903 5.9302 0.19
H -0.8195 2.9408 4.6384 0.19
H -2.9881 1.3606 4.7684 0.16
H -2.3954 2.1953 3.3122 0.14
H -2.1749 -0.7454 4.3070 0.16
H -4.9406 -0.4869 2.0833 0.13
H -3.4891 1.3561 -0.2807 0.11
H -1.7284 1.0068 -0.2758 0.09
H -2.4367 1.8364 1.1797 0.08
C 1.5247 6.4092 2.4923 0.04
C 1.2208 5.1639 2.1280 0.02
C 0.0084 4.8715 1.3323 -0.38
O -0.2717 3.7289 1.0047 0.07
C -0.8535 6.0125 0.9520 0.02
C -0.5508 7.2583 1.3142 0.03
C 0.6630 7.5533 2.1125 -0.38
O 0.9397 8.6859 2.4413 0.13
H 2.4069 6.6421 3.0755 0.13
H 1.8365 4.3131 2.3929 0.08
H -1.7357 5.7782 0.3692 0.12
H -1.1700 8.1051 1.0458 0.13
C 5.8711 5.2776 -3.0424 0.02
C 5.6066 3.9810 -3.1887 0.02
C 5.9787 3.2553 -4.4232 -0.38
O 5.7342 2.0716 -4.5546 0.09
C 6.6580 4.0243 -5.4899 0.02
C 6.9233 5.3217 -5.3451 0.03
C 6.5509 6.0487 -4.1093 -0.39
O 6.7933 7.2294 -3.9749 0.11
H 5.6054 5.8246 -2.1466 0.12
H 5.1113 3.4017 -2.4195 0.10
H 6.9232 3.4764 -6.3852 0.12
H 7.4185 5.9000 -6.1148 0.13
C 0.5787 -5.6223 -3.4935 0.03
C -0.0937 -6.3751 -4.3618 0.03
C -1.2623 -7.1789 -3.9363 -0.38
O -1.8761 -7.8671 -4.7257 0.11
C -1.6532 -7.1114 -2.5113 0.00
C -0.9808 -6.3591 -1.6441 0.00
C 0.1855 -5.5565 -2.0680 -0.38
O 0.7980 -4.8668 -1.2752 0.08
H 1.4356 -5.0283 -3.7854 0.12
H 0.1787 -6.4349 -5.4080 0.12
H -2.5105 -7.7043 -2.2180 0.12
H -1.2543 -6.2991 -0.5980 0.12
C -6.5163 -5.9390 -2.3755 0.03
C -5.2318 -5.8286 -2.7109 0.03
C -4.3658 -4.7945 -2.1014 -0.37
O -3.1942 -4.6916 -2.4079 0.09
C -4.9799 -3.8886 -1.1041 0.02
C -6.2638 -3.9985 -0.7685 0.02
C -7.1316 -5.0332 -1.3780 -0.38
O -8.3002 -5.1344 -1.0708 0.12
H -7.1650 -6.6883 -2.8111 0.13
H -4.7655 -6.4827 -3.4380 0.12
H -4.3298 -3.1390 -0.6688 0.11
H -6.7300 -3.3446 -0.0421 0.12
```

Computed properties:
HOMO level   -11.45 eV
E_LUMO   -0.144 Ha
Strongest force on any atom   2.8 eV/Å
Net charge   +1

***

(2)
This record from the Open Molecules 2025 dataset describes a cluster of 2 separate species, C20H18NO3 in total in a non-equilibrium geometry. The level of theory is ωB97M-V with the def2-TZVPD basis set.

Structure (XYZ):
```
42
Properties=species:S:1:pos:R:3:lowdin_charge:R:1
C 4.0753 5.0656 -0.7587 -0.09
C 2.7143 4.7557 -0.6461 -0.08
C 2.3126 3.4487 -0.3464 -0.03
C 3.2577 2.4324 -0.1399 -0.14
C 2.8586 0.9789 0.0167 -0.35
C 1.4514 0.6667 0.3761 -0.08
C 0.9551 -0.5818 0.3128 0.10
O 3.6853 0.0857 -0.1864 0.05
C 4.6249 2.7629 -0.2111 -0.03
C 5.0311 4.0627 -0.5209 -0.09
H 4.3913 6.0780 -1.0189 0.10
H 1.9590 5.5285 -0.7917 0.10
H 1.2542 3.1975 -0.2798 0.10
H 0.8249 1.4919 0.7259 0.09
H -0.0421 -0.7871 0.6927 0.05
H 1.5637 -1.4102 -0.0517 0.09
H 5.3717 1.9870 -0.0345 0.11
H 6.0952 4.2997 -0.5764 0.10
C 0.3431 -5.8376 -0.9646 -0.09
C -0.1542 -4.8570 0.0649 -0.26
O -0.7089 -3.7406 -0.6490 -0.05
C -1.2859 -2.8280 0.1855 -0.55
C -1.7789 -1.6888 -0.5591 -0.08
C -2.7330 -0.8036 -0.0524 -0.25
C -3.1488 -0.7877 1.3229 -0.03
C -3.9437 0.2350 1.8042 -0.06
C -4.3894 1.2592 0.9522 -0.29
C -5.1218 2.3727 1.4855 -0.23
N -5.7104 3.2887 1.9184 0.08
C -4.1152 1.1824 -0.4265 -0.08
C -3.3139 0.1758 -0.9264 -0.06
O -1.3364 -3.0274 1.4027 0.00
H 1.0310 -6.5433 -0.4976 0.07
H -0.4972 -6.4067 -1.3728 0.07
H 0.8541 -5.3382 -1.7924 0.08
H -0.9303 -5.3091 0.6943 0.12
H 0.6669 -4.5113 0.7062 0.12
H -1.5245 -1.6534 -1.6147 0.10
H -2.7685 -1.5687 1.9787 0.09
H -4.2212 0.2596 2.8599 0.11
H -4.5285 1.9442 -1.0913 0.11
H -3.0685 0.1210 -1.9903 0.10
```

Computed properties:
HOMO level   -3.27 eV
E_LUMO   0.076 Ha
Strongest force on any atom   1.9 eV/Å
Net charge   -1

***

(3)
This record from the Open Molecules 2025 dataset describes a cluster of 7 separate species, C49H61Br2IN6O3 in total in a non-equilibrium geometry. The level of theory is ωB97M-V with the def2-TZVPD basis set.

Structure (XYZ):
```
122
Properties=species:S:1:pos:R:3:lowdin_charge:R:1
C -6.1737 1.2127 2.2909 -0.19
C -4.7456 1.3179 1.7590 -0.28
C -4.3576 2.5793 0.9591 -0.57
I -5.4803 4.2680 1.7042 1.04
C -2.8320 2.9722 0.9569 -0.46
C -2.6416 4.1136 -0.0915 -0.21
C -1.9942 5.4746 0.2457 -0.68
C -2.9382 6.5599 0.7616 -0.21
Br -0.4611 5.4603 1.4553 0.80
O -2.4956 3.2586 2.3050 0.01
C -1.6385 2.3116 2.7559 -0.60
O -0.9689 2.3910 3.7347 0.18
O -1.7002 1.2300 1.9295 -0.01
C -1.9012 1.7649 0.5927 -0.60
Br -0.0912 2.3239 0.0791 0.94
C -2.4802 0.6485 -0.2805 -0.14
C -1.5553 -0.1719 -1.1818 -0.19
C -0.9000 -1.3840 -0.4727 -0.35
C -0.9919 -2.6457 -1.3470 -0.06
C 0.5296 -1.0795 -0.0041 -0.18
C 1.3568 -2.2798 0.5185 -0.18
C 1.8070 -2.0066 1.9464 -0.10
C 0.9664 -1.9463 2.9966 -0.34
C 1.2629 -1.1113 4.2267 -0.05
C -0.3573 -2.6708 3.0190 -0.05
H -6.9199 1.5015 1.5530 0.05
H -6.3173 1.7300 3.2382 0.05
H -6.3543 0.1538 2.4880 0.06
H -4.6554 0.4858 1.0630 0.10
H -4.0583 1.1381 2.5823 0.12
H -4.6878 2.4330 -0.0676 0.08
H -3.6225 4.3646 -0.4988 0.08
H -2.0801 3.6838 -0.9214 0.07
H -1.5959 5.8541 -0.6946 0.09
H -3.8534 6.5587 0.1668 0.05
H -3.1604 6.4449 1.8180 0.04
H -2.4549 7.5231 0.5927 0.07
H -3.2649 1.0905 -0.8978 0.11
H -2.9190 -0.0510 0.4244 0.11
H -2.2152 -0.5840 -1.9440 0.08
H -0.8226 0.4324 -1.7156 0.08
H -1.4776 -1.6153 0.4300 0.12
H -1.0056 -3.5229 -0.6946 0.06
H -1.9370 -2.6731 -1.8909 0.07
H -0.1389 -2.7632 -2.0178 0.08
H 1.0626 -0.5582 -0.8018 0.11
H 0.4263 -0.3977 0.8393 0.07
H 0.7870 -3.2101 0.5234 0.08
H 2.2439 -2.3912 -0.1008 0.09
H 2.8778 -1.8706 2.0873 0.10
H 2.0598 -1.5224 4.8516 0.07
H 0.3518 -0.9944 4.8129 0.07
H 1.5689 -0.1132 3.9151 0.08
H -0.4602 -3.1617 3.9879 0.08
H -1.2014 -1.9750 2.9277 0.08
H -0.4439 -3.3935 2.2104 0.07
C -4.3361 1.4426 -6.2340 -0.08
C -4.1728 0.0836 -6.0207 -0.07
C -3.8391 -0.3485 -4.7461 -0.15
N -3.6639 0.4719 -3.7127 0.06
C -3.8222 1.7751 -3.9348 -0.15
C -4.1574 2.3101 -5.1686 -0.07
H -4.5969 1.8197 -7.2142 0.11
H -4.2999 -0.6292 -6.8236 0.10
H -3.7027 -1.4046 -4.5388 0.10
H -3.6694 2.4233 -3.0769 0.09
H -4.2738 3.3782 -5.2892 0.10
C -10.1059 -2.3813 -0.3046 -0.08
C -10.1722 -1.6057 0.8412 -0.07
C -9.0417 -0.9003 1.2252 -0.15
N -7.8928 -0.9277 0.5555 0.05
C -7.8439 -1.6785 -0.5433 -0.15
C -8.9167 -2.4197 -1.0148 -0.07
H -10.9664 -2.9464 -0.6387 0.11
H -11.0791 -1.5465 1.4268 0.10
H -9.0529 -0.2789 2.1151 0.10
H -6.8953 -1.6839 -1.0698 0.10
H -8.8200 -3.0108 -1.9150 0.10
C 3.1048 -7.0813 -1.9003 -0.08
C 3.8892 -6.0990 -2.4808 -0.07
C 3.3839 -4.8091 -2.5499 -0.15
N 2.1876 -4.4543 -2.0862 0.06
C 1.4504 -5.4096 -1.5202 -0.15
C 1.8573 -6.7301 -1.4106 -0.07
H 3.4593 -8.1013 -1.8286 0.11
H 4.8698 -6.3240 -2.8765 0.10
H 3.9662 -4.0144 -3.0038 0.10
H 0.4831 -5.0889 -1.1515 0.08
H 1.2118 -7.4629 -0.9459 0.10
C 4.4160 3.9676 0.4954 -0.08
C 5.3450 4.7991 -0.1087 -0.07
C 4.9740 6.1118 -0.3662 -0.16
N 3.7789 6.6203 -0.0699 0.05
C 2.8973 5.8044 0.5078 -0.18
C 3.1667 4.4775 0.8103 -0.09
H 4.6641 2.9369 0.7181 0.10
H 6.3299 4.4344 -0.3705 0.06
H 5.6718 6.7977 -0.8353 0.10
H 1.9236 6.2239 0.7427 0.01
H 2.4113 3.8646 1.2855 0.07
C 9.9447 1.2706 -2.0932 -0.08
C 10.2134 2.5902 -1.7687 -0.07
C 9.2140 3.3361 -1.1630 -0.15
N 8.0058 2.8557 -0.8770 0.05
C 7.7626 1.5864 -1.1965 -0.15
C 8.6927 0.7549 -1.8011 -0.07
H 10.6985 0.6543 -2.5659 0.10
H 11.1763 3.0348 -1.9788 0.10
H 9.3861 4.3720 -0.8908 0.11
H 6.7704 1.2208 -0.9546 0.10
H 8.4391 -0.2696 -2.0356 0.10
C 5.3999 -4.1429 4.0630 -0.08
C 4.6157 -4.2201 2.9238 -0.07
C 5.2201 -4.5907 1.7312 -0.15
N 6.5158 -4.8750 1.6169 0.05
C 7.2556 -4.7949 2.7207 -0.16
C 6.7501 -4.4369 3.9617 -0.08
H 4.9662 -3.8571 5.0128 0.10
H 3.5570 -3.9988 2.9535 0.09
H 4.6377 -4.6642 0.8182 0.10
H 8.3077 -5.0297 2.6008 0.10
H 7.4006 -4.3899 4.8243 0.10
```

Computed properties:
SMILES string   CC[C@@H](I)[C@@]1(C[C@@H](C)Br)OC(=O)O[C@@]1(Br)CC[C@@H](C)CCC=C(C)C.c1ccncc1.c1ccncc1.c1ccncc1.c1ccncc1.c1ccncc1.c1ccncc1
HOMO level   -8.12 eV
E_LUMO   0.012 Ha
Strongest force on any atom   1.9 eV/Å

***

(4)
This record from the Open Molecules 2025 dataset describes a structure of composition C21H17N5S2TeV in a non-equilibrium geometry. The level of theory is ωB97M-V with the def2-TZVPD basis set.

Structure (XYZ):
```
47
Properties=species:S:1:pos:R:3:lowdin_charge:R:1
V -0.8955 -0.0482 -0.7576 0.15
C 3.1662 -0.1714 -2.0411 -0.08
C 1.7266 0.1292 -1.7937 -0.32
N 1.0634 -0.3207 -0.7315 -0.12
N 1.7300 -0.9925 0.2902 -0.02
C 2.6199 -0.3472 0.9716 -0.99
N 3.2592 -1.1560 1.9357 0.00
S 3.1093 1.3109 0.8773 0.37
C 0.9389 0.8838 -2.7098 -0.22
C 1.4445 1.5355 -3.8557 -0.05
C 0.6187 2.2924 -4.6376 -0.12
C -0.7532 2.3845 -4.3009 -0.11
C -1.1941 1.7154 -3.1885 -0.19
N -0.4002 0.9942 -2.3789 -0.07
H 3.6690 -0.4332 -1.1155 0.03
H 3.6821 0.6934 -2.4613 0.07
H 3.2623 -1.0065 -2.7443 0.08
H 2.7108 -1.9800 2.1464 0.06
H 3.5200 -0.6198 2.7494 0.03
H 2.4965 1.4437 -4.0920 0.09
H 1.0110 2.8099 -5.5066 0.08
H -1.4489 2.9523 -4.9035 0.08
H -2.2435 1.7044 -2.9227 0.08
S -1.2348 -0.8456 3.6478 1.07
C -0.8561 -2.3913 2.9601 -0.47
C -0.6185 -3.6021 3.6089 -0.12
C -0.3608 -4.7137 2.8309 -0.12
C -0.3377 -4.6097 1.4333 -0.09
C -0.5596 -3.4025 0.7987 -0.02
C -0.8242 -2.2815 1.5744 -0.30
N -1.0889 -1.0039 1.0905 -0.04
C -1.3185 -0.1619 2.0434 -0.51
C -1.6990 1.2100 1.7233 -0.25
C -1.9418 2.1787 2.6964 -0.08
C -2.3159 3.4509 2.3145 -0.12
C -2.4465 3.7379 0.9546 -0.12
C -2.1884 2.7673 0.0032 -0.10
C -1.7991 1.4542 0.3368 -0.15
H -0.6335 -3.6682 4.6901 0.09
H -0.1746 -5.6678 3.3100 0.09
H -0.1389 -5.4907 0.8349 0.09
H -0.5378 -3.2973 -0.2777 0.07
H -1.8272 1.9331 3.7492 0.08
H -2.4805 4.2225 3.0575 0.08
H -2.7470 4.7337 0.6437 0.08
H -2.2828 3.0496 -1.0399 0.07
Te -2.6809 -1.3756 -1.8140 -0.08
```

Computed properties:
HOMO level (alpha / beta)   0.26 / -0.29 eV
E_LUMO (alpha / beta)   0.158 / 0.158 Ha
2S+1   4
⟨S²⟩   3.8052
Strongest force on any atom   1.6 eV/Å
Net charge   -2

***

Number 1: energy -71354.109 eV. Number 2: energy -28665.318 eV. Number 3: energy -215069.331 eV. Number 4: energy -84156.171 eV.